[1]
ORCA calculation (ωB97M-V/def2-TZVPD) on 3 unconnected molecules or ions with the total composition C43H55Cl2F12N3O8PS3 in a non-equilibrium geometry.

```
127
Properties=species:S:1:pos:R:3:lowdin_charge:R:1
C 5.542 8.222 -2.389 -0.093
C 5.428 7.743 -3.840 -0.257
C 6.558 6.748 -4.127 -0.647
Cl 7.004 6.722 -5.882 0.665
C 6.309 5.356 -3.606 -0.226
C 7.124 4.843 -2.597 -0.541
Cl 8.370 5.878 -1.973 0.714
C 6.951 3.574 -2.046 -0.202
P 8.126 2.831 -0.848 0.184
O 7.561 3.278 0.585 -0.188
O 7.834 1.273 -0.753 -0.207
S 9.989 3.192 -1.163 0.263
C 5.837 2.846 -2.474 -0.209
C 5.033 3.340 -3.493 -0.327
C 5.263 4.574 -4.096 -0.175
C 4.365 4.983 -5.234 -0.189
C 4.549 4.093 -6.492 -0.179
C 4.667 4.881 -7.780 -0.221
F 3.765 5.947 -7.806 -0.064
S 3.642 2.357 -4.006 1.155
C 3.143 1.843 -2.416 -0.327
C 4.131 1.546 -1.496 -0.214
C 3.770 1.189 -0.217 0.037
C 2.433 1.130 0.135 -0.204
S 2.071 0.706 1.799 0.788
O 0.814 1.253 2.218 -0.266
O 2.342 -0.681 2.040 -0.246
C 3.401 1.624 2.773 -0.444
F 3.705 2.798 2.172 0.123
F 4.500 0.840 2.807 0.112
C 2.990 1.930 4.240 -0.367
F 2.952 0.763 4.924 0.155
F 1.780 2.520 4.302 0.149
C 4.000 2.883 4.954 -0.514
F 3.739 4.161 4.634 0.172
F 3.860 2.739 6.286 0.167
F 5.272 2.606 4.623 0.176
C 1.402 1.390 -0.782 -0.109
C -0.075 1.309 -0.483 -0.106
C -0.569 -0.103 -0.161 -0.053
C -0.502 -1.065 -1.329 -0.578
F -1.524 -1.966 -1.273 0.100
F -0.580 -0.471 -2.541 0.133
F 0.644 -1.786 -1.316 0.135
C 1.813 1.751 -2.044 -0.224
F 0.884 2.042 -2.969 0.066
N 5.488 1.610 -1.866 0.015
C 6.044 0.389 -2.548 -0.712
O 5.509 -0.649 -2.183 0.036
O 7.001 0.663 -3.305 -0.021
H 4.677 8.817 -2.104 0.071
H 5.614 7.361 -1.722 0.072
H 6.457 8.797 -2.250 0.075
H 4.454 7.278 -3.964 0.101
H 5.539 8.588 -4.517 0.101
H 7.450 7.151 -3.664 0.027
H 6.960 2.601 0.922 0.069
H 8.101 0.814 -1.569 0.070
H 4.537 6.008 -5.535 0.060
H 3.328 4.915 -4.903 0.111
H 3.706 3.406 -6.559 0.085
H 5.450 3.487 -6.377 0.129
H 5.676 5.266 -7.921 0.082
H 4.441 4.238 -8.633 0.113
H 4.563 0.937 0.467 0.131
H -0.616 1.660 -1.358 0.118
H -0.330 1.956 0.353 0.117
H 0.002 -0.564 0.642 0.109
H -1.609 -0.051 0.160 0.129
C -7.536 0.647 1.875 -0.021
C -6.036 0.355 1.672 -0.485
C -5.766 -1.147 1.537 -0.133
C -5.800 -1.921 2.854 -0.164
C -4.874 -1.269 3.880 -0.132
C -5.185 0.210 4.104 -0.492
N -5.210 0.923 2.783 -0.092
O -4.023 1.216 2.386 -0.025
C -6.510 0.344 4.876 -0.042
C -4.112 0.858 4.971 -0.043
C -5.655 1.038 0.364 -0.047
H -7.878 0.567 2.899 0.048
H -7.764 1.664 1.551 0.084
H -8.134 -0.039 1.274 0.089
H -4.775 -1.284 1.090 0.119
H -6.483 -1.576 0.835 0.122
H -6.825 -1.989 3.231 0.108
H -5.472 -2.947 2.675 0.102
H -4.935 -1.787 4.840 0.124
H -3.840 -1.368 3.535 0.127
H -6.852 1.380 4.889 0.093
H -6.345 0.031 5.907 0.084
H -7.308 -0.283 4.489 0.059
H -3.117 0.724 4.556 0.080
H -4.135 0.397 5.959 0.085
H -4.296 1.927 5.083 0.092
H -5.732 2.122 0.451 0.090
H -6.347 0.701 -0.409 0.092
H -4.643 0.792 0.051 0.073
C -2.709 -6.708 -0.864 -0.015
C -3.387 -6.124 0.392 -0.482
C -2.626 -6.501 1.668 -0.132
C -2.854 -7.936 2.139 -0.170
C -4.349 -8.227 2.262 -0.137
C -5.114 -7.952 0.968 -0.493
N -4.817 -6.558 0.497 -0.090
O -5.534 -5.692 1.122 -0.032
C -4.754 -9.022 -0.077 -0.041
C -6.616 -8.066 1.199 -0.047
C -3.338 -4.614 0.220 -0.048
H -2.980 -7.733 -1.090 0.048
H -2.976 -6.116 -1.739 0.088
H -1.625 -6.671 -0.753 0.092
H -2.940 -5.825 2.469 0.123
H -1.565 -6.314 1.502 0.123
H -2.372 -8.645 1.459 0.106
H -2.377 -8.075 3.110 0.112
H -4.517 -9.269 2.547 0.123
H -4.765 -7.609 3.064 0.125
H -5.135 -8.751 -1.062 0.095
H -5.216 -9.965 0.216 0.085
H -3.688 -9.216 -0.157 0.060
H -6.955 -7.417 2.002 0.078
H -6.851 -9.096 1.470 0.085
H -7.169 -7.811 0.294 0.092
H -3.953 -4.292 -0.620 0.095
H -2.310 -4.307 0.020 0.089
H -3.672 -4.081 1.108 0.068
```

Computed properties:
**⟨S²⟩**: 2.01
**Charge**: -1
**2S+1**: 3
**Kohn-Sham gap (spin up / spin down)**: 7.908 / 7.650 eV


[2]
ORCA calculation (ωB97M-V/def2-TZVPD) on a gas-phase ion, C5H11N2O (charge +1) in a non-equilibrium geometry.

```
19
Properties=species:S:1:pos:R:3:lowdin_charge:R:1
H 3.495 -1.199 1.216 0.093
N 2.625 -0.773 0.906 0.178
C 2.725 0.253 0.189 -0.145
C 1.482 0.897 -0.237 -0.223
O 1.225 1.992 -0.624 0.133
C 0.022 -0.222 -0.143 -0.219
C 0.037 -1.173 -1.309 -0.043
N -1.061 0.777 -0.248 -0.013
C -1.710 1.138 1.026 0.010
H 3.650 0.740 -0.148 0.141
H 0.066 -0.704 0.823 0.126
H -0.898 -1.732 -1.357 0.094
H 0.175 -0.650 -2.256 0.098
H 0.845 -1.889 -1.191 0.092
H -1.765 0.461 -0.924 0.184
H -0.598 1.641 -0.640 0.159
H -2.473 1.895 0.851 0.111
H -2.172 0.261 1.472 0.111
H -0.969 1.539 1.713 0.113
```

Computed properties:
**ΔE to the lowest compared entry with this formula, charge and spin**: 2.260 eV
**Charge**: +1
**Structure (SMILES)**: [H]/N=C/C(=O)[C@H](C)[NH2+]C
**Kohn-Sham gap**: 9.723 eV


The calculation returns the following total energy values, one per record and in order: -6092.516784, -381.580901 a.u..